78
Properties=species:S:1:pos:R:3:forces:R:3:mulliken_spin:R:1 method="wB97M-V/def2-TZVPD" largest_force_ev_per_a=0.64 s2=0.794 homo_energy_ev="-11.9 / -11.9" multiplicity=2 gap_ev="6.9 / 7.3" total_energy_ha=-2433.5757 de_lowest_kj_mol=38.5 total_charge=+1
Pt -0.651361 -1.407006 -0.398379 0.599 0.223 0.063 0.789
C 2.427686 -4.059156 -1.615499 -0.007 0.005 -0.009 0.000
C 1.626254 -2.939148 -1.810842 -0.018 0.024 -0.015 0.001
N 0.737557 -2.861720 -0.822490 0.010 0.195 0.083 0.015
N 0.939979 -3.892410 0.011425 0.083 -0.022 -0.047 0.006
C 1.956922 -4.635380 -0.451307 -0.045 0.001 0.001 0.004
B 0.035556 -4.102978 1.250041 -0.050 -0.031 0.122 -0.035
N 0.183063 -2.836292 2.153357 0.064 0.061 0.020 -0.013
C 0.372082 -2.640828 3.467987 -0.049 0.012 0.034 0.001
C 0.349413 -1.287092 3.737161 -0.025 -0.006 -0.042 0.005
C 0.114236 -0.687751 2.505634 -0.014 0.063 -0.001 -0.021
N 0.016008 -1.625031 1.570498 0.019 -0.232 -0.213 0.134
N -1.441588 -4.092307 0.766772 0.012 -0.137 -0.106 -0.023
C -2.446320 -4.962783 0.953616 -0.058 0.047 -0.012 -0.005
C -3.575387 -4.478551 0.320637 0.023 -0.005 0.017 0.000
C -3.177784 -3.274758 -0.253053 0.038 -0.036 0.042 -0.006
N -1.894109 -3.063183 0.021876 -0.320 0.025 -0.032 0.217
N 0.408929 -5.413185 1.893472 -0.224 -0.040 0.027 0.000
C 1.104119 -5.785548 3.004452 0.116 0.078 -0.076 0.000
C 1.196326 -7.149286 3.011103 0.035 -0.030 -0.012 0.000
C 0.526754 -7.550858 1.838992 0.018 0.032 -0.003 0.000
N 0.064138 -6.515667 1.168391 -0.046 0.011 0.041 0.000
H 3.227055 -4.409696 -2.242468 0.010 -0.001 -0.002 0.000
H 1.635643 -2.200415 -2.595214 0.011 -0.009 -0.006 0.001
H 2.256378 -5.531672 0.063260 0.008 -0.013 0.006 0.000
H 0.481093 -3.462079 4.149814 0.011 -0.057 -0.009 -0.001
H 0.473888 -0.808919 4.691662 0.006 0.010 0.003 0.001
H 0.007205 0.348792 2.237503 0.006 0.019 0.012 0.006
H -2.281123 -5.871933 1.502236 -0.004 -0.018 0.000 -0.001
H -4.545949 -4.937586 0.272676 -0.006 -0.010 0.008 0.000
H -3.733410 -2.560167 -0.837008 -0.007 0.002 -0.009 0.004
H 1.536845 -5.079794 3.688183 -0.012 0.060 0.013 0.000
H 1.686579 -7.763471 3.745322 -0.008 -0.010 0.007 0.000
H 0.369242 -8.547139 1.458149 -0.002 -0.006 0.002 0.000
C -0.426218 4.944802 1.214451 0.046 0.001 0.029 0.000
C -1.358873 3.773410 1.472843 -0.016 -0.030 -0.002 -0.002
C -0.782001 2.871961 2.553260 0.064 0.017 -0.023 0.001
C -2.749826 4.250195 1.856149 0.017 0.020 0.005 0.000
O -1.540663 3.011227 0.254452 -0.075 -0.040 -0.050 -0.024
Si -0.682849 2.192611 -0.825536 -0.091 0.283 -0.349 0.062
S -1.802400 0.313233 -1.112759 -0.144 -0.291 0.346 -0.159
O -0.898327 2.620966 -2.363166 0.246 0.065 0.121 0.006
C -0.928853 3.779448 -3.233821 -0.119 -0.034 -0.024 -0.001
C 0.336664 3.771844 -4.074545 -0.006 0.035 0.003 0.000
C -1.023220 5.049277 -2.409907 -0.003 0.015 0.010 -0.001
C -2.161560 3.600407 -4.106040 0.011 0.014 0.001 0.000
O 0.840862 2.088253 -0.299432 -0.081 -0.330 0.096 0.013
C 2.107843 1.612842 -0.815238 0.064 0.156 -0.074 -0.004
C 2.623889 0.552227 0.140850 -0.016 -0.010 0.047 0.038
C 3.031704 2.822519 -0.820694 -0.010 -0.017 -0.054 0.000
C 1.955126 1.034272 -2.213701 0.018 -0.011 -0.012 0.011
H -0.294126 5.510032 2.137565 0.018 0.017 -0.002 0.000
H -0.838097 5.618077 0.465504 -0.022 -0.009 -0.047 0.000
H 0.554276 4.593261 0.887005 -0.011 0.007 -0.020 0.000
H -0.639508 3.444807 3.469943 -0.025 -0.019 0.022 0.000
H 0.193435 2.490691 2.242346 -0.030 0.002 -0.001 0.000
H -1.461972 2.046676 2.768833 -0.008 -0.039 -0.026 0.000
H -2.716797 4.794284 2.800531 0.004 0.010 -0.004 0.000
H -3.421281 3.398882 1.966412 -0.006 0.002 0.006 0.000
H -3.149688 4.912385 1.088434 -0.009 -0.010 -0.010 0.000
H 1.219879 3.922089 -3.450991 -0.002 -0.012 -0.010 0.000
H 0.299477 4.582334 -4.802649 0.002 0.004 -0.009 0.000
H 0.433079 2.830216 -4.615537 0.000 0.000 -0.005 0.000
H -0.145478 5.160673 -1.771052 0.015 0.000 0.031 0.000
H -1.920171 5.039675 -1.790570 0.002 0.004 0.028 0.000
H -1.068621 5.914036 -3.072353 -0.006 0.011 0.007 0.000
H -2.098414 2.664028 -4.660388 -0.001 -0.003 -0.001 0.000
H -2.245225 4.421109 -4.818745 -0.002 0.006 0.000 0.000
H -3.060253 3.581286 -3.489298 -0.006 -0.001 -0.002 0.000
H 2.720338 0.952342 1.151036 -0.024 0.001 0.004 0.001
H 3.602858 0.201077 -0.186129 0.024 0.004 0.009 0.001
H 1.951136 -0.307378 0.164942 -0.011 -0.010 0.015 -0.011
H 3.096018 3.249015 0.180430 0.003 0.003 0.003 0.000
H 2.653769 3.586639 -1.501275 -0.002 0.010 0.006 -0.001
H 4.034155 2.540155 -1.143548 0.002 -0.006 -0.002 0.000
H 1.286263 0.169276 -2.209347 -0.007 0.029 0.010 -0.010
H 2.931087 0.710639 -2.576944 0.005 -0.023 -0.011 0.000
H 1.556628 1.769205 -2.909296 0.015 -0.029 0.029 -0.002